Here is C11H33BN3NbO2P as an isolated structure from the Open Molecules 2025 dataset. Energies are from wB97M-V/def2-TZVPD.

Each line ends with the natural charge from an NBO analysis.
Geometry (Å):
1 C 2.609 1.829 2.516  -0.65
2 C 3.419 3.042 1.702  -0.43
3 C 3.551 2.499 0.139  -0.06
4 O 2.182 2.417 -0.389  -0.58
5 C 1.814 1.054 -0.800  -0.58
6 Nb -0.366 0.548 -0.173  1.60
7 N 0.286 -0.484 1.598  -1.22
8 C -0.232 -1.297 -1.502  -0.98
9 C -0.316 -2.734 -0.718  -0.41
10 C 1.149 -3.534 -0.736  -0.21
11 C 1.040 -4.866 0.223  -0.63
12 C 2.414 -2.593 -0.289  -0.66
13 P -1.094 1.892 -2.275  0.72
14 N -0.949 3.484 -1.897  -1.31
15 B -2.570 0.197 0.361  0.78
16 O -2.887 -0.631 1.566  -1.04
17 N -3.691 0.811 -0.458  -0.84
18 C -4.869 -0.122 -0.628  -0.45
19 C -4.244 1.975 0.374  -0.44
20 H 2.882 1.793 3.657  0.20
21 H 1.453 2.052 2.346  0.24
22 H 2.958 0.815 2.030  0.21
23 H 4.450 3.251 2.218  0.19
24 H 2.689 3.956 1.674  0.22
25 H 4.234 3.270 -0.451  0.16
26 H 4.142 1.490 0.162  0.17
27 H 2.460 0.198 -0.333  0.19
28 H 1.915 1.001 -1.984  0.17
29 H -0.454 2.095 0.786  -0.34
30 H -0.371 -1.231 1.914  0.38
31 H 0.229 0.248 2.369  0.38
32 H 0.765 -1.287 -2.121  0.24
33 H -1.125 -1.273 -2.272  0.23
34 H -1.038 -3.426 -1.370  0.19
35 H -0.800 -2.691 0.350  0.20
36 H 1.353 -3.868 -1.860  0.19
37 H 0.758 -4.482 1.302  0.21
38 H 0.217 -5.609 -0.158  0.21
39 H 2.081 -5.439 0.324  0.20
40 H 2.774 -1.861 -1.160  0.22
41 H 3.330 -3.331 -0.085  0.19
42 H 2.263 -1.991 0.704  0.25
43 H -0.264 1.526 -3.430  -0.07
44 H -2.468 1.657 -2.639  -0.06
45 H -0.262 3.936 -2.561  0.34
46 H -2.560 -0.057 2.336  0.50
47 H -5.811 0.519 -0.978  0.19
48 H -4.652 -0.872 -1.528  0.20
49 H -5.197 -0.675 0.353  0.18
50 H -5.108 1.546 1.062  0.17
51 H -3.368 2.416 1.018  0.23
52 H -4.706 2.834 -0.278  0.21

Atomic forces in eV per Å
0.4 0.7 -0.5
-1.0 -1.3 -0.3
0.7 1.3 1.2
2.8 -1.4 0.7
0.0 0.7 -2.0
4.5 -2.5 2.0
-2.2 1.1 0.3
-0.7 -1.4 -1.0
0.1 -1.1 -1.2
-0.3 0.2 0.1
0.4 0.5 0.3
1.0 -0.7 -0.1
-0.2 1.3 0.2
1.0 -0.3 -1.3
-1.9 0.5 0.8
0.4 2.5 -0.2
-2.2 -0.7 1.6
-1.1 -0.1 -1.3
0.1 0.2 0.6
-0.6 0.2 -2.1
2.5 -0.9 0.4
-1.1 1.9 1.1
-1.9 -0.2 -1.2
1.8 -1.5 0.1
-1.6 -1.4 0.8
-1.3 1.6 -0.2
-1.0 1.7 -0.6
0.2 -0.1 2.1
-0.6 0.3 0.2
0.8 0.5 -0.3
0.4 -1.1 -1.1
-1.8 0.1 1.0
1.7 -0.1 1.2
1.4 1.3 1.5
1.2 0.0 -1.9
-0.5 0.7 2.3
0.5 -0.9 -2.1
1.6 1.5 0.7
-2.2 1.2 -0.4
-1.0 -1.6 2.0
-1.8 1.5 -0.5
-0.1 -1.1 -2.0
-0.8 0.0 0.5
0.6 -0.3 -0.5
-1.0 -0.6 1.0
-0.4 -1.5 -1.6
2.0 -1.3 0.7
-0.4 1.4 2.1
0.7 0.8 -1.7
1.8 1.0 -1.0
-1.8 -0.6 -1.2
1.0 -1.7 1.0

Summary:
Maximum force ... 5.56 eV/A
Charge ... -1
HOMO-LUMO gap ... 5.64 eV
E_HOMO ... -3.5 eV
ΔE to the lowest compared entry with this formula, charge and spin ... 522.5 kJ/mol